No. 1
Here is 2 unconnected molecules or ions with the total composition C7H14B3NO6 from OMol25. Energies are from the ωB97M-V functional and the def2-TZVPD basis.

```
! RIJCOSX wB97M-V def2-TZVPD def2/J DEFGRID3
* xyz 0 1
C -2.28 1.04 -1.39
C -2.26 -0.20 -2.25
O -2.23 -0.16 -3.45
N -2.26 -1.48 -1.57
C -3.53 -1.70 -0.84
B -1.10 -1.79 -0.77
O -0.65 -0.97 0.26
B -0.37 -1.64 1.43
O 0.28 -2.85 1.35
B 0.34 -3.48 0.12
O -0.39 -2.98 -0.94
H -1.25 1.35 -1.20
H -2.79 1.84 -1.93
H -2.72 0.87 -0.42
H -3.42 -1.61 0.25
H -4.26 -0.95 -1.14
H -3.93 -2.68 -1.07
H -0.75 -1.20 2.47
H 1.02 -4.44 -0.02
O 0.13 2.28 0.65
C 1.32 2.19 0.71
C 2.15 1.02 1.23
C 3.53 1.65 1.43
C 3.52 2.76 0.39
O 2.14 3.17 0.29
H 2.16 0.25 0.46
H 1.71 0.62 2.13
H 4.36 0.96 1.31
H 3.59 2.08 2.43
H 3.84 2.41 -0.59
H 4.11 3.63 0.66
*
```

Values from the calculation:
E_LUMO   0.01418 Eh
E_HOMO   -9.47 eV
SMILES string   CC(=O)N(C)B1OBOBO1.O=C1CCCO1

No. 2
Here is 12 unconnected molecules or ions with the total composition C48H117N7O22 at a distorted geometry from OMol25. Energies are from the ωB97M-V functional and the def2-TZVPD basis.

```
! RIJCOSX wB97M-V def2-TZVPD def2/J DEFGRID3
* xyz 0 1
C -4.12 -1.41 0.89
O -3.31 -2.37 0.20
C -3.28 -2.15 -1.21
C -4.65 -2.30 -1.87
C -5.30 -3.59 -1.53
N -4.52 -2.20 -3.30
H -3.68 -0.41 0.76
H -3.97 -1.62 1.95
H -5.17 -1.48 0.61
H -2.79 -1.19 -1.46
H -2.65 -2.98 -1.51
H -5.28 -1.44 -1.66
H -6.28 -3.70 -2.02
H -5.39 -3.64 -0.44
H -4.67 -4.43 -1.86
H -4.11 -1.30 -3.55
H -3.99 -2.96 -3.68
C -6.86 2.60 1.84
O -5.60 3.07 1.44
C -4.49 2.44 2.09
C -3.20 2.90 1.46
C -3.12 2.40 0.03
N -2.14 2.31 2.31
H -7.63 2.80 1.10
H -7.16 3.03 2.81
H -6.87 1.51 2.01
H -4.56 2.71 3.16
H -4.60 1.35 1.95
H -3.13 3.98 1.47
H -2.40 2.89 -0.62
H -4.08 2.53 -0.49
H -2.89 1.33 -0.06
H -2.03 2.72 3.23
H -1.25 2.42 1.81
C -3.89 3.88 -3.53
O -3.69 3.24 -4.73
C -4.68 3.61 -5.65
C -4.06 3.78 -6.97
C -2.90 4.72 -6.88
N -5.19 4.17 -7.83
H -4.81 3.63 -2.98
H -3.90 4.96 -3.73
H -3.07 3.67 -2.86
H -5.50 2.86 -5.65
H -5.05 4.60 -5.36
H -3.67 2.81 -7.31
H -2.45 4.92 -7.84
H -2.16 4.20 -6.26
H -3.16 5.63 -6.36
H -5.50 5.11 -7.54
H -4.84 4.23 -8.78
C 2.64 1.51 9.45
O 2.27 1.77 8.14
C 2.44 0.59 7.45
C 1.82 0.66 6.09
C 2.52 1.74 5.35
N 0.37 0.74 6.23
H 3.73 1.35 9.60
H 2.08 0.64 9.85
H 2.33 2.37 10.06
H 3.52 0.43 7.30
H 2.05 -0.29 8.01
H 2.09 -0.29 5.65
H 3.57 1.50 5.08
H 2.53 2.78 5.72
H 2.10 1.77 4.34
H 0.14 1.58 6.75
H -0.04 0.81 5.33
C 0.57 2.42 -0.88
O 0.17 1.77 0.35
C 0.31 0.40 0.18
C -0.27 -0.35 1.32
C 0.76 -0.14 2.51
N -0.35 -1.80 1.05
H 0.39 3.48 -0.81
H -0.03 1.96 -1.68
H 1.63 2.29 -1.09
H -0.25 0.07 -0.72
H 1.37 0.09 0.05
H -1.17 0.11 1.66
H 0.97 0.93 2.54
H 1.69 -0.66 2.30
H 0.34 -0.45 3.46
H -1.24 -2.17 0.77
H -0.14 -2.32 1.90
C 4.77 -2.81 0.21
O 3.80 -3.91 0.09
C 2.60 -3.52 -0.58
C 1.71 -4.75 -0.73
C 0.54 -4.43 -1.74
N 1.19 -5.12 0.57
H 5.65 -3.22 0.72
H 4.37 -2.04 0.88
H 5.08 -2.34 -0.74
H 2.03 -2.81 0.04
H 2.83 -3.08 -1.56
H 2.12 -5.69 -1.09
H 0.88 -4.23 -2.76
H 0.07 -3.50 -1.38
H -0.30 -5.13 -1.78
H 0.95 -4.29 1.11
H 1.90 -5.62 1.10
C 0.74 -1.24 -4.55
O 0.25 -0.01 -4.02
C -1.13 -0.02 -4.10
C -1.71 -0.08 -5.57
C -1.14 1.08 -6.32
N -3.19 0.04 -5.26
H 0.78 -1.28 -5.62
H 0.20 -2.09 -4.11
H 1.78 -1.33 -4.15
H -1.58 -0.87 -3.55
H -1.47 0.91 -3.61
H -1.43 -0.99 -6.07
H -1.47 1.04 -7.37
H -0.08 0.91 -6.35
H -1.33 2.07 -5.96
H -3.85 -0.47 -5.83
H -3.36 1.05 -5.29
C 1.67 -3.80 4.25
C 2.44 -3.62 5.53
O 1.50 -3.44 6.57
C 2.04 -3.25 7.79
O 3.22 -3.40 8.02
O 1.07 -2.92 8.65
C 1.61 -2.48 9.92
H 1.05 -2.93 3.98
H 0.96 -4.65 4.29
H 2.34 -4.03 3.43
H 3.17 -2.82 5.63
H 2.97 -4.54 5.72
H 2.19 -3.35 10.30
H 0.81 -2.16 10.56
H 2.36 -1.70 9.71
C -2.46 -5.74 1.94
C -3.63 -5.07 2.64
O -3.27 -4.84 4.02
C -2.66 -3.67 4.23
O -2.43 -2.83 3.42
O -2.26 -3.70 5.54
C -1.66 -2.50 6.12
H -2.66 -6.13 0.93
H -2.12 -6.57 2.57
H -1.65 -5.00 1.84
H -4.46 -5.76 2.71
H -3.93 -4.17 2.08
H -0.78 -2.72 6.74
H -2.41 -2.04 6.75
H -1.43 -1.80 5.32
C 4.08 2.38 -6.00
C 2.76 1.72 -5.60
O 1.80 2.75 -5.47
C 1.76 3.34 -4.28
O 2.39 3.02 -3.33
O 0.94 4.40 -4.44
C 0.69 5.17 -3.27
H 4.78 1.61 -6.30
H 4.51 3.03 -5.24
H 3.86 3.02 -6.88
H 2.79 1.14 -4.69
H 2.42 1.10 -6.47
H 0.21 6.12 -3.52
H 1.61 5.39 -2.73
H 0.01 4.62 -2.64
C 7.34 -2.71 -5.02
C 6.17 -2.01 -5.64
O 5.76 -0.83 -4.96
C 5.04 -0.98 -3.81
O 4.68 -2.00 -3.33
O 4.77 0.32 -3.41
C 3.97 0.48 -2.23
H 7.22 -2.94 -3.97
H 8.21 -2.06 -5.15
H 7.53 -3.64 -5.54
H 5.30 -2.68 -5.77
H 6.52 -1.66 -6.59
H 4.36 -0.14 -1.38
H 2.94 0.22 -2.45
H 4.05 1.52 -1.92
C 4.78 1.59 2.23
C 4.13 2.75 1.49
O 2.90 2.92 2.14
C 2.01 3.80 1.58
O 2.19 4.34 0.54
O 1.05 4.03 2.49
C 0.16 5.07 2.00
H 5.60 1.20 1.66
H 3.99 0.85 2.37
H 5.18 1.92 3.22
H 4.00 2.47 0.45
H 4.72 3.67 1.48
H -0.77 5.15 2.59
H -0.10 4.85 0.97
H 0.73 6.00 2.07
*
```

Values from the calculation:
E_LUMO   0.02024 Eh
ΔE to the lowest compared entry with this formula, charge and spin   0.0000 eV
E_HOMO   -8.61 eV
SMILES string   COC[C@H](C)N.COC[C@H](C)N.COC[C@H](C)N.COC[C@H](C)N.COC[C@H](C)N.COC[C@H](C)N.COC[C@H](C)N.CCOC(=O)OC.CCOC(=O)OC.CCOC(=O)OC.CCOC(=O)OC.CCOC(=O)OC